(1)
Density functional theory data (ωB97M-V with the def2-TZVPD basis set) for C41H37AsCeN4O5S3 as an isolated structure.

Its charge is +2. Its energy above the lowest of the compared OMol25 structures with the same formula, charge and spin is 15.0 kcal/mol. As for the HOMO energy (alpha / beta): -12.5402 / -12.5406 eV. Its HOMO-LUMO gap (alpha / beta) is 5.35 / 5.36 eV.

Each line ends with the Löwdin charge.
Element x y z (Å)
Ce1 -2.302 -7.495 19.358  0.98
O1 -2.060 -6.668 21.640  -0.17
C1 -2.093 -5.522 22.174  -0.10
C2 -2.427 -4.290 21.568  -0.09
C3 -2.456 -3.102 22.383  0.10
C4 -2.763 -1.903 21.769  -0.09
C5 -2.969 -1.850 20.368  0.04
C6 -2.911 -2.971 19.574  0.03
C7 -2.634 -4.256 20.159  -0.30
O2 -2.483 -5.332 19.478  -0.24
N1 -2.981 -0.642 22.551  -0.34
O3 -2.627 -0.684 23.712  0.11
O4 -3.527 0.280 21.970  0.10
H1 -1.871 -5.528 23.245  0.16
H2 -2.357 -3.258 23.424  0.12
H3 -3.205 -0.879 19.903  0.14
H4 -3.074 -2.867 18.490  0.14
S1 -4.159 -8.499 17.634  0.76
C8 -5.834 -8.099 17.673  -0.59
C9 -6.796 -8.611 16.680  -0.07
C10 -8.108 -8.134 16.557  -0.05
C11 -8.602 -7.320 17.577  -0.07
C12 -7.802 -6.868 18.621  -0.08
C13 -6.449 -7.256 18.706  -0.37
As1 -5.206 -6.794 20.058  1.33
C14 -5.738 -7.960 21.471  -0.41
C15 -5.049 -7.711 22.635  -0.15
C16 -5.401 -8.358 23.814  -0.07
C17 -6.409 -9.286 23.771  -0.06
C18 -7.141 -9.485 22.574  -0.04
C19 -6.809 -8.825 21.389  -0.08
C20 -6.065 -5.137 20.543  -0.36
C21 -5.953 -4.028 19.683  -0.11
C22 -6.687 -2.873 19.972  -0.06
C23 -7.529 -2.839 21.083  -0.07
C24 -7.672 -3.944 21.910  -0.03
C25 -6.919 -5.138 21.642  -0.06
H5 -6.381 -9.177 15.878  0.09
H6 -8.692 -8.481 15.710  0.12
H7 -9.602 -6.960 17.485  0.11
H8 -8.271 -6.188 19.322  0.11
H9 -4.305 -6.922 22.693  0.09
H10 -4.844 -8.089 24.738  0.13
H11 -6.677 -9.860 24.608  0.10
H12 -8.050 -10.124 22.527  0.13
H13 -7.406 -9.026 20.487  0.12
H14 -5.383 -4.104 18.776  0.09
H15 -6.622 -2.021 19.292  0.12
H16 -8.078 -1.904 21.271  0.12
H17 -8.323 -3.925 22.729  0.09
H18 -6.982 -6.006 22.233  0.08
C26 1.011 -8.638 21.318  -0.04
C27 1.260 -7.947 19.996  -0.61
N2 0.326 -7.563 19.149  0.00
C28 0.905 -7.030 18.039  -0.35
C29 2.251 -6.997 18.028  -0.28
S2 2.856 -7.755 19.467  1.17
C30 0.032 -6.521 16.972  -0.30
C31 0.453 -5.966 15.788  -0.31
S3 -0.874 -5.374 14.925  1.17
C32 -1.913 -5.950 16.150  -0.62
N3 -1.332 -6.543 17.137  -0.01
C33 -3.375 -5.712 16.044  -0.08
H19 0.601 -9.610 21.020  0.09
H20 0.295 -8.118 21.942  0.07
H21 1.958 -8.755 21.879  0.10
H22 2.935 -6.551 17.266  0.11
H23 1.465 -5.917 15.367  0.10
H24 -3.602 -4.740 15.598  0.10
H25 -3.771 -5.747 17.072  0.05
H26 -3.852 -6.514 15.486  0.08
O5 -2.259 -9.094 21.194  -0.24
C34 -2.329 -10.469 21.681  -0.14
C35 -3.663 -11.088 21.229  -0.11
C36 -4.094 -10.793 19.781  -0.16
C37 -2.997 -11.124 18.842  -0.31
C38 -2.884 -12.429 18.341  0.03
C39 -1.734 -12.773 17.638  -0.03
C40 -0.836 -11.795 17.285  -0.04
C41 -1.021 -10.520 17.809  -0.10
N4 -2.078 -10.194 18.567  -0.01
H27 -1.940 -8.497 21.925  0.09
H28 -2.316 -10.429 22.794  0.15
H29 -1.448 -10.984 21.400  0.11
H30 -4.433 -10.710 21.919  0.11
H31 -3.553 -12.165 21.379  0.13
H32 -4.331 -9.744 19.678  0.02
H33 -4.977 -11.364 19.564  0.13
H34 -3.640 -13.128 18.644  0.12
H35 -1.631 -13.764 17.155  0.14
H36 -0.008 -11.970 16.631  0.11
H37 -0.312 -9.700 17.506  0.13

=====

(2)
Density functional theory data (ωB97M-V with the def2-TZVPD basis set) for C41H37BN11O7SSm as an isolated structure.

Its multiplicity is 6. As for the HOMO energy (alpha / beta): -8.5814 / -8.5818 eV. Its HOMO-LUMO gap (alpha / beta) is 8.26 / 8.26 eV.

Each line ends with the Löwdin charge.
Element x y z (Å)
Sm1 0.223 0.024 -0.103  1.70
C1 3.850 4.037 1.624  -0.01
C2 3.376 2.626 1.534  -0.25
C3 4.131 1.481 1.680  0.04
C4 3.240 0.418 1.493  -0.22
N1 2.012 0.898 1.261  0.00
N2 2.105 2.253 1.293  0.04
B1 0.905 3.209 1.060  -0.49
N3 0.581 3.268 -0.449  0.04
N4 0.008 2.207 -1.066  -0.02
C5 -0.111 2.529 -2.365  -0.23
C6 0.406 3.808 -2.579  0.05
C7 0.827 4.247 -1.340  -0.25
C8 1.401 5.576 -0.979  -0.01
C9 -0.813 1.654 -3.313  -0.17
C10 -0.413 1.570 -4.645  -0.02
C11 -1.158 0.834 -5.551  -0.06
C12 -2.316 0.184 -5.146  -0.08
C13 -2.724 0.268 -3.824  -0.07
C14 -1.977 0.996 -2.911  -0.04
N5 -0.358 2.700 1.787  0.03
N6 -0.954 1.527 1.475  -0.01
C15 -2.091 1.468 2.171  -0.24
C16 -2.229 2.627 2.947  0.04
C17 -1.109 3.386 2.671  -0.26
C18 -0.759 4.738 3.195  -0.02
C19 -3.023 0.339 2.065  -0.16
C20 -3.954 0.111 3.077  -0.04
C21 -4.853 -0.941 2.989  -0.09
C22 -4.818 -1.799 1.899  -0.07
C23 -3.894 -1.586 0.887  -0.06
C24 -3.017 -0.517 0.963  -0.05
C25 3.591 -1.010 1.542  -0.14
C26 4.710 -1.409 2.276  -0.03
C27 5.117 -2.732 2.288  -0.08
C28 4.401 -3.689 1.584  -0.08
C29 3.277 -3.310 0.867  -0.07
C30 2.883 -1.982 0.839  -0.04
H1 4.882 4.048 1.968  0.08
H2 3.813 4.521 0.648  0.07
H3 3.246 4.621 2.319  0.08
H4 5.191 1.434 1.855  0.11
H5 1.189 4.293 1.452  0.11
H6 0.443 4.347 -3.510  0.12
H7 1.322 6.243 -1.835  0.08
H8 0.869 6.018 -0.137  0.08
H9 2.453 5.490 -0.706  0.07
H10 0.495 2.066 -4.960  0.12
H11 -0.833 0.765 -6.582  0.11
H12 -2.895 -0.385 -5.863  0.11
H13 -3.639 -0.214 -3.499  0.11
H14 -2.342 1.131 -1.897  0.11
H15 -3.040 2.895 3.602  0.11
H16 -1.510 5.045 3.920  0.08
H17 0.216 4.735 3.683  0.09
H18 -0.736 5.474 2.391  0.08
H19 -3.965 0.754 3.947  0.11
H20 -5.576 -1.097 3.779  0.11
H21 -5.512 -2.627 1.838  0.11
H22 -3.859 -2.245 0.028  0.09
H23 -2.337 -0.339 0.137  0.06
H24 5.266 -0.677 2.845  0.11
H25 6.000 -3.017 2.846  0.10
H26 4.721 -4.723 1.590  0.10
H27 2.710 -4.050 0.315  0.11
H28 2.047 -1.700 0.219  0.05
O1 2.352 0.365 -3.642  0.08
C31 1.752 -0.338 -2.851  -0.58
O2 1.769 -0.215 -1.569  -0.20
C32 0.904 -1.481 -3.399  -0.03
C33 1.252 -1.981 -4.623  0.08
C34 0.501 -2.987 -5.228  -0.13
C35 -0.632 -3.468 -4.624  0.08
C36 -1.013 -2.986 -3.379  -0.06
C37 -0.236 -1.985 -2.687  -0.25
O3 -0.537 -1.568 -1.500  -0.25
N7 -2.271 -3.498 -2.890  -0.33
O4 -2.660 -3.208 -1.764  0.04
O5 -2.943 -4.181 -3.646  0.07
N8 0.902 -3.515 -6.520  -0.36
O6 1.911 -3.063 -7.031  0.08
O7 0.204 -4.378 -7.027  0.07
H29 2.117 -1.573 -5.129  0.14
H30 -1.233 -4.217 -5.115  0.13
C38 -2.298 -2.386 5.574  -0.11
C39 -0.970 -1.801 5.079  -0.22
C40 -0.718 -2.117 3.641  -0.57
N9 -0.311 -1.300 2.749  0.02
N10 -0.218 -1.821 1.491  -0.13
C41 -0.557 -3.092 1.442  -0.68
N11 -0.506 -3.831 0.324  0.14
S1 -1.022 -3.725 2.988  1.12
H31 -2.511 -2.048 6.587  0.08
H32 -2.266 -3.477 5.579  0.06
H33 -3.114 -2.075 4.925  0.06
H34 -0.154 -2.196 5.689  0.11
H35 -0.968 -0.716 5.178  0.12
H36 -0.591 -3.263 -0.518  0.06
H37 -1.025 -4.692 0.309  0.11

=====

(3)
Density functional theory data (ωB97M-V with the def2-TZVPD basis set) for C41H37F5P2W as an isolated structure.

Its charge is +2. Its multiplicity is 3. Its energy above the lowest of the compared OMol25 structures with the same formula, charge and spin is 82.4 kcal/mol. As for the HOMO energy (alpha / beta): -12.9533 / -12.9521 eV. Its HOMO-LUMO gap (alpha / beta) is 5.73 / 2.65 eV.

Each line ends with the Löwdin charge.
Element x y z (Å)
W1 -1.379 -0.287 -0.515  1.06
C1 0.325 1.045 4.087  -0.12
C2 1.163 1.751 3.296  -0.12
C3 2.500 1.328 2.786  -0.18
C4 2.697 -0.189 2.526  -0.16
C5 1.453 -0.998 2.439  -0.15
C6 0.795 -1.817 3.279  -0.12
C7 0.422 -1.504 4.671  -0.19
C8 0.769 -0.049 5.053  -0.16
C9 -2.898 -1.641 -1.191  -0.25
H1 -0.477 1.646 4.567  0.11
H2 1.034 2.864 3.279  0.13
H3 3.332 1.630 3.450  0.13
H4 2.610 1.910 1.857  0.07
H5 3.176 -0.252 1.533  0.10
H6 3.364 -0.677 3.260  0.13
H7 0.993 -0.896 1.471  0.04
H8 0.300 -2.698 2.847  0.10
H9 0.930 -2.208 5.354  0.13
H10 -0.667 -1.676 4.773  0.11
H11 0.206 0.119 5.981  0.12
H12 1.847 -0.003 5.299  0.13
H13 -3.320 -0.973 -1.988  0.03
H14 -3.674 -1.718 -0.401  0.01
H15 -2.552 -2.651 -1.511  0.01
P1 -0.210 1.638 -0.870  0.82
P2 0.383 -1.356 -1.590  0.91
C10 1.407 0.977 -0.478  -0.28
C11 1.735 -0.289 -0.928  -0.25
C12 0.064 2.426 -2.509  -0.37
C13 1.295 2.904 -2.977  -0.08
C14 1.346 3.554 -4.211  -0.05
C15 0.170 3.731 -4.947  -0.05
C16 -1.042 3.207 -4.494  -0.05
C17 -1.096 2.538 -3.276  -0.11
C18 -0.730 3.138 0.068  -0.36
C19 -2.106 3.221 0.290  -0.15
C20 -2.637 4.306 0.984  -0.06
C21 -1.759 5.310 1.418  -0.04
C22 -0.387 5.275 1.107  -0.04
C23 0.145 4.167 0.430  -0.07
C24 0.910 -1.604 -3.458  -0.26
C25 0.918 -0.526 -4.358  -0.09
C26 1.150 -0.693 -5.730  -0.07
C27 1.436 -1.924 -6.310  -0.05
C28 1.567 -2.969 -5.408  -0.06
C29 1.356 -2.818 -4.029  -0.07
C30 0.882 -3.070 -1.062  -0.38
C31 -0.094 -4.069 -1.264  -0.12
C32 -0.090 -5.197 -0.437  -0.06
C33 1.102 -5.531 0.223  -0.06
C34 2.222 -4.696 0.122  -0.05
C35 2.105 -3.438 -0.484  -0.08
H16 2.067 1.636 0.081  0.07
H17 2.780 -0.536 -1.208  0.11
H18 2.194 2.796 -2.372  0.11
H19 2.295 3.927 -4.592  0.12
H20 0.200 4.260 -5.896  0.12
H21 -1.959 3.313 -5.072  0.12
H22 -2.037 2.127 -2.899  0.10
H23 -2.767 2.423 -0.069  0.08
H24 -3.721 4.354 1.145  0.12
H25 -2.177 6.157 1.965  0.12
H26 0.260 6.122 1.367  0.12
H27 1.203 4.109 0.158  0.11
H28 0.711 0.490 -4.015  0.07
H29 1.072 0.151 -6.402  0.11
H30 1.553 -2.056 -7.395  0.13
H31 1.802 -3.938 -5.825  0.11
H32 1.530 -3.711 -3.429  0.10
H33 -0.885 -3.919 -2.006  0.10
H34 -0.997 -5.798 -0.300  0.12
H35 1.164 -6.464 0.785  0.12
H36 3.174 -5.001 0.567  0.12
H37 2.954 -2.754 -0.484  0.11
F1 -1.708 1.633 2.402  0.09
C36 -2.427 0.479 2.457  -0.17
C37 -2.079 -0.604 1.630  -0.07
C38 -2.507 -1.834 2.189  -0.16
F2 -1.962 -2.993 1.712  0.12
C39 -3.339 -1.925 3.310  -0.05
F3 -3.658 -3.138 3.806  0.20
C40 -3.825 -0.772 3.923  -0.09
F4 -4.727 -0.856 4.917  0.17
C41 -3.387 0.457 3.469  -0.05
F5 -3.788 1.601 4.059  0.19